[1]
C11H38N10O8 | wB97M-V/def2-TZVPD

Summary:
electronic energy: -1591.44178 a.u.
LUMO energy: 0.33 eV
HOMO: -9.45 eV
gap between HOMO and LUMO: 9.8 eV

Cartesian coordinates (Å):
N -3.2321 -0.7972 -4.0493
C -2.6391 -0.2882 -2.9438
N -1.5713 -0.8979 -2.5430
O -3.0329 0.6087 -2.2919
H -2.7451 -1.5632 -4.4923
H -4.0777 -0.4170 -4.4499
H -1.1142 -1.5599 -3.1536
H -1.1459 -0.6997 -1.6487
N 1.8119 1.4453 -4.6438
C 1.7993 2.6045 -4.0442
N 2.6022 2.6513 -3.0714
O 1.0394 3.5258 -4.2537
H 1.1608 1.0892 -5.3289
H 2.5979 0.8811 -4.3540
H 3.2370 1.8816 -2.9145
H 2.4444 3.4845 -2.5229
N -3.1793 -1.2111 4.6906
C -1.9523 -1.1204 4.2886
N -1.8910 -0.7792 3.0462
O -0.9573 -1.5049 4.9447
H -3.9193 -0.5872 4.4018
H -3.4277 -1.6845 5.5475
H -0.9324 -0.6802 2.7437
H -2.6676 -0.3175 2.5949
N -3.8819 0.1022 0.2759
C -4.1277 -1.0791 0.7235
N -4.8818 -0.9744 1.8528
O -3.7847 -2.0176 0.0884
H -3.3165 0.1450 -0.5600
H -4.2258 0.9877 0.6188
H -5.3207 -1.7182 2.3765
H -4.9898 -0.0241 2.1774
N 3.8463 -1.2183 4.4827
C 3.0635 -1.3855 3.5002
N 1.9818 -1.9597 3.9138
O 3.4404 -1.3079 2.3124
H 3.4623 -1.5015 5.3728
H 4.7592 -0.7862 4.4710
H 1.2221 -2.1540 3.2772
H 1.8059 -1.8211 4.8987
C 1.1028 4.3021 3.4786
C 1.2291 3.2064 2.4127
O 0.4166 2.0557 2.9284
H 1.7168 4.0455 4.3419
H 0.1138 4.2883 3.9366
H 1.3880 5.2813 3.0939
H 2.2399 2.7985 2.4048
H 1.0879 3.6445 1.4247
H 0.5855 1.2938 2.3694
C 2.0360 -1.8047 -5.4334
C 1.8407 -2.2223 -3.9817
O 0.5238 -2.6294 -3.8664
H 1.1854 -1.3143 -5.9068
H 2.2199 -2.6018 -6.1537
H 2.8967 -1.1459 -5.5485
H 1.9016 -1.3598 -3.3180
H 2.4782 -3.0963 -3.8477
H 0.5064 -3.3922 -3.2838
C 1.1335 0.7780 -0.5872
C 0.2602 -0.2328 0.1081
O 0.7762 -0.4797 1.4022
H 2.0810 0.3396 -0.9006
H 1.3327 1.6740 0.0007
H 0.7137 1.1149 -1.5350
H 0.1144 -1.1430 -0.4737
H -0.6830 0.3059 0.1997
H 1.5426 -1.0577 1.4007


[2]
C7H12N3O | wB97M-V/def2-TZVPD

Summary:
electronic energy: -513.12210 a.u.
LUMO energy: -2.93 eV
HOMO: -13.26 eV
gap between HOMO and LUMO: 10.3 eV
net charge: +1

Cartesian coordinates (Å):
C -1.9096 -1.9494 -0.0473
C -1.8718 -0.4885 -0.0322
O -1.9817 0.1843 1.2519
C -0.6562 0.2457 -0.8110
N -0.5227 1.6599 -0.3799
C 0.9076 2.0014 0.0771
C 1.6063 0.7529 0.1599
C 2.8418 0.1949 0.4008
N 2.6731 -1.1415 0.2085
N 1.4889 -1.4435 -0.3632
C 0.8641 -0.2929 -0.4655
H -1.3253 -2.4123 0.7208
H -1.4741 -2.3585 -1.0601
H -2.9439 -2.4293 -0.0816
H -2.6507 -0.1445 -0.5886
H -1.5328 -0.3104 1.8295
H -0.8841 0.0726 -1.8268
H -1.1098 1.5103 0.5401
H -0.8599 2.3453 -1.0084
H 1.0010 2.4902 1.1254
H 1.2482 2.7511 -0.7163
H 3.6970 0.6221 0.9021
H 3.3944 -1.8599 0.1647


[3]
C4H9NO2 | wB97M-V/def2-TZVPD

Summary:
electronic energy: -362.99336 a.u.
LUMO energy: -0.09 eV
HOMO: -9.48 eV
gap between HOMO and LUMO: 9.4 eV

Cartesian coordinates (Å):
C 0.6743 -0.9494 -0.7986
C -0.1087 -1.0649 0.4527
C -1.5964 -0.8311 0.2811
N -1.9162 0.4412 -0.0948
O -2.4273 -1.6969 0.4557
H 1.0723 0.2018 -0.8306
H 0.1418 -1.1867 -1.7139
H 1.6254 -1.4753 -0.7684
H 0.2827 -0.1299 1.0885
H 0.0649 -2.0042 0.9736
H -1.2881 1.1895 0.1569
H -2.8958 0.6799 -0.0926
C 1.5741 1.6105 0.1457
O 0.8587 1.3986 1.1436
H 1.2758 2.3418 -0.6228
H 2.6627 1.4753 0.2239


[4]
C5H13NO2 | wB97M-V/def2-TZVPD

Summary:
electronic energy: -403.47590 a.u.
LUMO energy (alpha / beta): 3.15 / 3.07 eV
HOMO (alpha / beta): 1.30 / -5.50 eV
multiplicity: 2
gap between HOMO and LUMO (alpha / beta): 1.9 / 8.6 eV
net charge: -1

Cartesian coordinates (Å):
C 0.0261 0.9992 2.0768
C -0.7033 0.4334 0.8769
N -0.5363 0.8290 -0.4101
C 0.2577 1.9517 -0.8555
C 1.4075 1.5764 -1.7680
C -0.9555 -0.0807 -1.4985
O -1.3370 -0.6085 1.0876
H 0.0570 0.2587 2.8895
H 1.0165 1.3662 1.6895
H -0.4276 1.9824 2.3666
H -0.4357 2.7046 -1.4074
H 0.4538 2.5007 0.0993
H 1.1093 1.4778 -2.8106
H 2.2752 2.2180 -1.6211
H 1.7192 0.5629 -1.5173
H -0.2227 -0.8828 -1.6321
H -1.2558 0.4409 -2.4041
H -1.7541 -0.6832 -1.0658
H 0.4103 -6.1561 1.9258
H -0.8767 -5.3911 2.3399
O -0.2279 -5.4996 1.6384


One value per record, in order, for relative energy (zero: lowest compared OMol25 entry of this formula, charge and spin): 102.1, 57.9, 57.8, 41.4 kcal per mole.